1.
{"formula": "C15H35N4O13", "method": "ωB97M-V/def2-TZVPD", "species": ["C", "C", "O", "N", "H", "H", "C", "H", "H", "H", "H", "H", "H", "C", "C", "O", "N", "H", "H", "C", "H", "H", "H", "H", "H", "H", "C", "C", "O", "N", "H", "H", "C", "H", "H", "H", "H", "H", "H", "C", "C", "O", "N", "H", "H", "C", "H", "H", "H", "H", "H", "H", "O", "C", "O", "O", "H", "O", "C", "O", "O", "H", "O", "C", "O", "O", "H"], "coordinates": [[19.4146, 5.0983, -1.0002], [18.1876, 4.7927, -1.8781], [18.0646, 4.6897, -3.1149], [16.9839, 4.2906, -1.1052], [16.6856, 3.4354, -1.5523], [17.0545, 4.0121, -0.1370], [15.9381, 5.4374, -0.9655], [20.0697, 5.5348, -1.7542], [19.8503, 4.2256, -0.5137], [18.9558, 5.7523, -0.2587], [16.1059, 5.9607, -0.0241], [14.9279, 5.0280, -0.9681], [15.9545, 6.2133, -1.7308], [22.0472, 3.1310, -0.0899], [22.6335, 3.4171, -1.4474], [22.2147, 4.3433, -2.1322], [23.5917, 2.3186, -1.9920], [24.4219, 2.4792, -2.5442], [24.1074, 1.8607, -1.2541], [22.8888, 1.1192, -2.6367], [22.7884, 2.7635, 0.6198], [21.3463, 2.3311, -0.3285], [21.7682, 4.0564, 0.4140], [22.2444, 1.4695, -3.4429], [22.3835, 0.4875, -1.9061], [23.8242, 0.8210, -3.1103], [14.5660, 0.9971, 3.1877], [14.3298, 2.1271, 4.1248], [13.4492, 2.1719, 4.9138], [15.3595, 3.2945, 4.1100], [15.6058, 3.6525, 5.0218], [16.2229, 2.9976, 3.6782], [14.7974, 4.5230, 3.4491], [14.9557, 0.2665, 3.8965], [15.2196, 1.2830, 2.3636], [13.7614, 0.4540, 2.6921], [13.8722, 4.8546, 3.9204], [14.4022, 4.1695, 2.4968], [15.6570, 5.1907, 3.3903], [18.9963, 0.0520, -1.0972], [19.0833, 0.9550, -2.2956], [19.6179, 2.0592, -2.1899], [18.7512, 0.3827, -3.7441], [19.6707, 0.4691, -4.1531], [18.5307, -0.5987, -3.6527], [17.8776, 1.2950, -4.6689], [19.8505, 0.0990, -0.4218], [18.9842, -0.9929, -1.4074], [18.1615, 0.2948, -0.4398], [16.8401, 1.1871, -4.3525], [18.0404, 0.9106, -5.6758], [18.2697, 2.3103, -4.6092], [17.7056, -0.6944, 3.9109], [18.5857, -1.2578, 3.0580], [18.5426, -2.5280, 2.9488], [19.3649, -0.5574, 2.4274], [17.7990, 0.0873, 3.3615], [19.1943, 3.6149, 5.0378], [18.6475, 4.6962, 5.4999], [19.1280, 5.2179, 6.5364], [17.6761, 5.1880, 4.9315], [18.6816, 3.5464, 4.2290], [18.9232, 2.0930, 1.2150], [17.9721, 2.6760, 2.0074], [17.7256, 2.2159, 3.1295], [17.2579, 3.5872, 1.5600], [19.1666, 1.3612, 1.7866]], "spin_multiplicity": 2, "gap_ev": [3.521, 3.501], "lumo_ev": [-1.990, -2.010]}

2.
{"formula": "C5H10FN", "method": "ωB97M-V/def2-TZVPD", "species": ["H", "N", "C", "C", "C", "F", "C", "C", "H", "H", "H", "H", "H", "H", "H", "H", "H"], "coordinates": [[-0.6747, -0.8611, -2.4747], [-1.3036, -0.6368, -1.7160], [-0.9074, -0.8518, -0.5501], [-1.9356, -0.7179, 0.5179], [0.6436, -1.1667, -0.1073], [1.3371, -1.6630, -1.2080], [1.2599, 0.1021, 0.3688], [0.9753, 1.2911, -0.5814], [-1.4059, -0.2290, 1.4809], [-2.4029, -1.6657, 0.8906], [-2.6290, -0.1108, 0.1273], [0.4908, -1.9063, 0.6174], [0.8480, 0.4516, 1.2185], [2.2335, 0.0607, 0.5667], [1.3850, 1.0340, -1.4929], [0.0080, 1.5592, -0.7635], [1.5626, 2.2102, -0.4379]], "spin_multiplicity": 1, "gap_ev": 10.515, "lumo_ev": 1.016, "smiles": "[H]/N=C(/C)[C@@H](F)CC"}

3.
{"formula": "C17H20N3STa", "method": "ωB97M-V/def2-TZVPD", "species": ["Ta", "C", "N", "C", "C", "C", "C", "C", "C", "C", "N", "C", "C", "C", "C", "C", "C", "N", "C", "C", "H", "H", "H", "H", "H", "H", "H", "H", "H", "H", "H", "H", "H", "H", "H", "H", "H", "H", "H", "H", "S", "C"], "coordinates": [[1.0637, 0.9741, -0.2617], [2.3525, 1.6300, 2.2328], [1.0905, 0.9055, 1.9068], [-0.0598, 1.3938, 2.7315], [1.2469, -0.5354, 1.9350], [2.0287, -1.2089, 2.8623], [2.0426, -2.5934, 2.8378], [1.3126, -3.3131, 1.8732], [0.5406, -2.6646, 0.9401], [0.4758, -1.2594, 0.9731], [-0.2487, -0.4680, 0.0852], [-1.3017, -0.8449, -0.7481], [-2.2170, -1.8708, -0.5247], [-3.1554, -2.1307, -1.5089], [-3.1744, -1.3920, -2.6900], [-2.2825, -0.3389, -2.8949], [-1.3650, -0.0605, -1.9087], [-0.3915, 1.0415, -1.9539], [0.7097, 0.7888, -2.9179], [-1.1579, 2.3124, -2.2523], [2.7315, 1.3745, 3.2216], [2.1626, 2.6994, 2.2034], [3.1440, 1.3537, 1.5157], [0.1349, 1.1871, 3.7842], [-0.9697, 0.8832, 2.4261], [-0.1657, 2.4671, 2.5854], [2.6000, -0.6812, 3.6130], [2.6260, -3.1336, 3.5722], [1.3686, -4.3938, 1.8641], [0.0074, -3.2158, 0.1789], [-2.2188, -2.4285, 0.4020], [-3.8844, -2.9151, -1.3565], [-3.9027, -1.6248, -3.4551], [-2.3277, 0.2327, -3.8132], [0.3790, 0.8092, -3.9589], [1.1313, -0.2112, -2.7460], [1.4755, 1.5782, -2.8239], [-1.7255, 2.2070, -3.1738], [-0.4661, 3.1352, -2.3961], [-1.8386, 2.4989, -1.4258], [1.1625, 4.6494, -0.5285], [1.0661, 3.1628, -0.4055]], "spin_multiplicity": 2, "gap_ev": [5.752, 6.137], "lumo_ev": [-12.518, -12.066], "total_charge": 3}

4.
{"formula": "C18H16N2O6", "method": "ωB97M-V/def2-TZVPD", "species": ["C", "O", "C", "C", "C", "C", "C", "C", "O", "C", "C", "O", "C", "O", "N", "C", "C", "C", "C", "N", "O", "O", "C", "C", "C", "C", "H", "H", "H", "H", "H", "H", "H", "H", "H", "H", "H", "H", "H", "H", "H", "H"], "coordinates": [[-0.2113, 6.3326, -0.6297], [0.9441, 6.3247, -1.4376], [1.3770, 5.1435, -1.9386], [2.5327, 5.1958, -2.7247], [3.0529, 4.0440, -3.2782], [2.4411, 2.8189, -3.0720], [1.2883, 2.7521, -2.2938], [0.5622, 1.4969, -2.0115], [-0.3926, 1.4508, -1.2698], [1.0777, 0.2415, -2.7250], [0.1865, -0.9037, -2.3568], [-0.6371, -1.4155, -3.0733], [0.3577, -1.3409, -0.8951], [1.3579, -1.0918, -0.2582], [-0.7383, -2.0071, -0.4614], [-1.0136, -2.4598, 0.8346], [-2.2609, -2.1401, 1.3760], [-2.5996, -2.5364, 2.6496], [-1.6765, -3.2716, 3.3858], [-2.0072, -3.6925, 4.7205], [-3.1001, -3.3895, 5.1521], [-1.1759, -4.3267, 5.3359], [-0.4492, -3.6252, 2.8428], [-0.0980, -3.2399, 1.5580], [1.1933, -3.6971, 0.9673], [0.7630, 3.9172, -1.7283], [-0.0755, 5.7234, 0.2688], [-0.3608, 7.3719, -0.3426], [-1.0876, 5.9788, -1.1812], [3.0016, 6.1540, -2.8820], [3.9478, 4.1007, -3.8792], [2.8705, 1.9334, -3.5112], [2.0839, 0.0414, -2.3504], [1.0853, 0.4027, -3.8030], [-1.5239, -1.9794, -1.1040], [-2.9547, -1.5595, 0.7867], [-3.5534, -2.2868, 3.0867], [0.2270, -4.2218, 3.4369], [1.0358, -4.0807, -0.0400], [1.6389, -4.4748, 1.5807], [1.8900, -2.8623, 0.8920], [-0.1287, 3.8189, -1.1296]], "spin_multiplicity": 1, "gap_ev": 8.542, "lumo_ev": -0.589, "smiles": "COc1cccc(C(=O)CC(=O)C(=O)Nc2ccc([N+](=O)[O-])cc2C)c1"}

5.
{"formula": "C29H40F8O13", "method": "ωB97M-V/def2-TZVPD", "species": ["F", "C", "F", "C", "F", "F", "C", "O", "C", "F", "F", "C", "F", "F", "H", "H", "H", "H", "O", "C", "C", "C", "C", "O", "H", "H", "H", "H", "H", "H", "O", "C", "C", "C", "C", "O", "H", "H", "H", "H", "H", "H", "O", "C", "C", "C", "C", "O", "H", "H", "H", "H", "H", "H", "O", "C", "C", "C", "C", "O", "H", "H", "H", "H", "H", "H", "O", "C", "C", "C", "C", "O", "H", "H", "H", "H", "H", "H", "O", "C", "C", "C", "C", "O", "H", "H", "H", "H", "H", "H"], "coordinates": [[-0.0327, 4.6889, 0.9735], [-0.7765, 4.2107, -0.0216], [-0.0554, 4.3032, -1.2267], [-1.4219, 2.7222, 0.1495], [-2.5787, 2.6769, -0.5653], [-1.7126, 2.3862, 1.4247], [-0.4425, 1.6329, -0.3658], [-0.9496, 0.3425, -0.0379], [-0.1263, -0.8278, -0.1009], [0.6829, -0.7298, -1.1126], [0.5461, -0.8687, 0.9780], [-0.9327, -2.0989, -0.3370], [-1.7543, -1.9661, -1.3731], [-0.3105, -3.1838, -0.7214], [-1.5114, 5.0156, -0.0094], [0.5315, 1.7494, 0.1094], [-0.2102, 1.7575, -1.4235], [-1.6701, -2.3433, 0.4276], [2.8831, 4.2010, 1.0190], [3.2324, 3.4838, 0.0561], [4.0069, 3.9835, -1.0986], [4.3242, 2.7078, -1.8764], [3.3552, 1.7031, -1.3645], [3.0172, 2.1624, -0.0819], [3.3851, 4.6443, -1.7027], [4.8823, 4.5419, -0.7668], [4.3144, 2.7803, -2.9640], [5.3251, 2.3465, -1.6403], [2.4242, 1.6997, -1.9312], [3.7283, 0.6858, -1.4832], [-0.6314, 1.2599, 4.9342], [0.5892, 1.1569, 4.9788], [1.5437, 1.0431, 3.8159], [2.9237, 1.1679, 4.4546], [2.6849, 1.1060, 6.0031], [1.2531, 1.2357, 6.1268], [1.3613, 0.0986, 3.3034], [1.3188, 1.7899, 3.0545], [3.4434, 0.3468, 3.9609], [3.4878, 2.0578, 4.1752], [2.9041, 0.0643, 6.2371], [3.2844, 1.8297, 6.5553], [0.6293, 7.8230, 5.8004], [0.8052, 6.6247, 5.7123], [2.0178, 5.8614, 5.1839], [1.3600, 4.6028, 4.7863], [0.3121, 4.3252, 5.8752], [-0.1817, 5.6486, 6.0413], [2.2709, 6.2165, 4.1849], [2.8933, 5.8021, 5.8305], [0.8456, 4.6474, 3.8263], [2.1609, 3.8635, 4.7781], [-0.4233, 3.6263, 5.4765], [0.7082, 4.0334, 6.8479], [-2.3067, 2.7919, -3.6844], [-2.7680, 1.7645, -4.0225], [-2.4215, 0.3966, -3.4082], [-3.5576, -0.4301, -4.0244], [-3.9054, 0.3455, -5.2903], [-3.5802, 1.6608, -5.0277], [-1.4445, -0.0199, -3.6535], [-2.5272, 0.4597, -2.3252], [-3.1782, -1.3842, -4.3902], [-4.3916, -0.7232, -3.3866], [-3.4397, 0.0560, -6.2324], [-4.9406, 0.1144, -5.5417], [0.6312, -6.4172, -5.0948], [0.2610, -5.3388, -4.6433], [1.0791, -4.0487, -4.2942], [0.0510, -3.0598, -4.3830], [-1.1094, -3.7911, -3.8761], [-0.9849, -5.1032, -4.3586], [1.3419, -3.9814, -3.2385], [2.0108, -3.8718, -4.8315], [0.2497, -2.2324, -3.7018], [-0.1832, -2.6703, -5.3737], [-1.2364, -3.8511, -2.7951], [-1.9582, -3.1866, -4.1958], [-2.8734, -4.7329, 0.0727], [-2.8889, -5.9998, 0.0192], [-2.2579, -6.7976, -1.1046], [-2.5713, -8.2272, -0.7492], [-2.8215, -8.1406, 0.7469], [-3.2955, -6.8278, 0.9421], [-2.7177, -6.4622, -2.0342], [-1.2206, -6.4691, -1.0405], [-3.5516, -8.4133, -1.1880], [-1.8202, -8.9125, -1.1421], [-3.5243, -8.8853, 1.1205], [-1.8632, -8.2509, 1.2545]], "spin_multiplicity": 1, "gap_ev": 10.016, "lumo_ev": 0.122, "smiles": "FC(F)C(F)(F)COC(F)(F)C(F)F.O=C1CCCO1.O=C1CCCO1.O=C1CCCO1.O=C1CCCO1.O=C1CCCO1.O=C1CCCO1"}

6.
{"formula": "C19H19Cl36NO3S2", "method": "ωB97M-V/def2-TZVPD", "species": ["H", "N", "C", "C", "C", "C", "C", "S", "O", "O", "O", "C", "C", "C", "S", "C", "C", "H", "H", "H", "H", "H", "H", "H", "H", "H", "H", "H", "H", "H", "H", "H", "H", "H", "H", "Cl", "C", "Cl", "Cl", "Cl", "Cl", "C", "Cl", "Cl", "Cl", "Cl", "C", "Cl", "Cl", "Cl", "Cl", "C", "Cl", "Cl", "Cl", "Cl", "C", "Cl", "Cl", "Cl", "Cl", "C", "Cl", "Cl", "Cl", "Cl", "C", "Cl", "Cl", "Cl", "Cl", "C", "Cl", "Cl", "Cl", "Cl", "C", "Cl", "Cl", "Cl"], "coordinates": [[2.4118, -0.7886, -0.4615], [2.6688, -0.0324, 0.1642], [2.1628, 1.0279, -0.2686], [2.4468, 2.2993, 0.4572], [1.3218, 1.0189, -1.5233], [-0.0242, 1.7900, -1.3966], [-0.2140, 2.7894, -2.5646], [-1.2782, 2.2407, -3.8725], [-1.7567, 3.3244, -4.6224], [-0.5518, 1.2976, -4.6407], [-2.4990, 1.5294, -3.1327], [-1.9892, 0.4295, -2.3700], [-1.2112, 0.8244, -1.1340], [-2.0892, 1.4136, -0.0051], [-2.7272, 3.0875, -0.2952], [-4.3126, 2.9857, -1.1998], [-5.1506, 1.7417, -0.9758], [2.1987, 2.1396, 1.4968], [1.8035, 3.0942, 0.1044], [3.4608, 2.6441, 0.3252], [1.0257, 0.0113, -1.8147], [1.8735, 1.4243, -2.3656], [0.0640, 2.3951, -0.5054], [0.7402, 2.9821, -3.0338], [-0.6451, 3.6940, -2.1654], [-2.8511, -0.1349, -2.0354], [-1.4176, -0.2603, -2.9801], [-0.7900, -0.0908, -0.7335], [-2.8518, 0.6995, 0.2869], [-1.4469, 1.5142, 0.8603], [-4.1129, 3.1685, -2.2417], [-4.8864, 3.8360, -0.8581], [-4.5842, 0.8309, -0.8333], [-5.7406, 1.5885, -1.8731], [-5.8536, 1.8471, -0.1655], [-8.4148, 0.4382, 1.0083], [-7.1816, -0.7397, 1.4665], [-6.6184, -1.5945, 0.0237], [-5.8216, 0.0987, 2.2263], [-7.8667, -1.8986, 2.6073], [4.3943, 6.2567, -2.2470], [3.0734, 6.2579, -1.0767], [1.7084, 5.3413, -1.7330], [3.6224, 5.5146, 0.4310], [2.5630, 7.9169, -0.7623], [4.8177, 0.2682, 3.3726], [3.4582, -0.5680, 4.1256], [3.3829, -2.2281, 3.5324], [3.6652, -0.5750, 5.8794], [1.9546, 0.2681, 3.7191], [0.7208, -0.5717, 8.1500], [1.8707, -0.7397, 9.4790], [2.1707, -2.4529, 9.7870], [3.3913, 0.0546, 9.0498], [1.2060, 0.0139, 10.9315], [5.6097, -4.9562, 5.4691], [5.9777, -5.6749, 3.8984], [7.2640, -4.7529, 3.1155], [6.5005, -7.3474, 4.1210], [4.5308, -5.6408, 2.8847], [-2.7433, -0.3232, 7.0491], [-2.5901, 0.6693, 5.5984], [-2.5975, 2.3769, 6.0476], [-1.0842, 0.2819, 4.7634], [-3.9344, 0.3388, 4.5004], [0.8784, -4.6887, -3.2789], [0.0023, -3.1898, -2.9498], [-0.0085, -2.1542, -4.3787], [-1.6612, -3.5637, -2.4804], [0.7944, -2.3026, -1.6374], [0.7097, -0.6473, -6.6976], [1.5382, 0.9091, -6.5510], [2.2641, 1.0257, -4.9422], [2.8058, 1.0152, -7.7786], [0.3810, 2.2160, -6.7721], [-0.4404, -8.4925, -4.1085], [1.2138, -8.6054, -4.7165], [1.9612, -10.0917, -4.1265], [1.1956, -8.6125, -6.4814], [2.1417, -7.2129, -4.1446]], "spin_multiplicity": 1, "gap_ev": 8.751, "lumo_ev": -0.079, "smiles": "[H]/N=C(/C)C[C@H]1CS(=O)(=O)OC[C@@H]1CSCC.ClC(Cl)(Cl)Cl.ClC(Cl)(Cl)Cl.ClC(Cl)(Cl)Cl.ClC(Cl)(Cl)Cl.ClC(Cl)(Cl)Cl.ClC(Cl)(Cl)Cl.ClC(Cl)(Cl)Cl.ClC(Cl)(Cl)Cl.ClC(Cl)(Cl)Cl"}

7.
{"formula": "C3H3N2O2", "method": "ωB97M-V/def2-TZVPD", "species": ["O", "C", "N", "N", "C", "C", "O", "H", "H", "H"], "coordinates": [[-1.8050, -1.6780, 0.0012], [-0.9012, -0.8817, 0.0255], [0.3946, -1.1158, -0.0115], [1.2839, -0.0615, 0.2072], [0.4275, 1.1013, 0.2196], [-0.8956, 0.8940, -0.0286], [-1.8718, 1.6588, -0.0734], [0.7240, -2.0760, 0.1906], [1.9001, 0.1231, -0.6400], [0.7435, 2.0357, 0.1092]], "spin_multiplicity": 1, "gap_ev": 6.704, "lumo_ev": 4.380, "total_charge": -1, "smiles": "O=c1[nH][nH]cc1[O-]"}

8.
{"formula": "C10H10N2O2", "method": "ωB97M-V/def2-TZVPD", "species": ["O", "C", "C", "C", "N", "C", "O", "N", "H", "H", "H", "H", "C", "C", "C", "C", "C", "C", "H", "H", "H", "H", "H", "H"], "coordinates": [[-1.7791, 2.1783, -1.1256], [-1.9438, 1.0460, -0.6302], [-2.6877, 0.7470, 0.6568], [-2.1201, -0.5232, 1.2283], [-1.5079, -1.4327, 0.3789], [-1.2110, -1.2602, -0.8401], [-0.7892, -2.1769, -1.5506], [-1.4267, -0.0432, -1.2551], [-3.2751, 1.4943, 1.2399], [-2.3849, -0.8282, 2.3719], [-1.4374, -2.3702, 0.5302], [-1.1769, 0.2182, -2.2550], [1.2706, 0.0977, 1.3156], [1.2154, 1.2959, 0.7267], [1.8276, 1.5974, -0.4844], [2.2323, 0.3891, -1.1892], [2.3357, -0.8572, -0.5221], [1.8815, -0.9774, 0.6938], [1.2194, -0.1650, 2.4430], [0.7561, 2.0782, 1.2659], [2.0420, 2.6037, -0.7079], [2.5945, 0.4279, -2.2017], [2.5377, -1.5009, -1.1680], [1.8270, -2.0387, 1.0789]], "spin_multiplicity": 1, "gap_ev": 9.166, "lumo_ev": 0.080, "smiles": "O=c1cc[nH]c(=O)[nH]1.c1ccccc1"}

| no. | E (eV) |
| --- | --- |
| 1 | -48691.517 |
| 2 | -9553.040 |
| 3 | -34779.638 |
| 4 | -34188.352 |
| 5 | -79076.363 |
| 6 | -500117.128 |
| 7 | -10233.623 |
| 8 | -17604.562 |